14
Properties=species:S:1:pos:R:3:lowdin_charge:R:1 method="wB97M-V/def2-TZVPD" total_energy_ha=-270.44044 e_homo_ha=-0.304 e_above_lowest_kj_mol=308.4
C -0.62826 1.68036 -0.26051 -0.0483
C 0.28895 -0.77230 0.02000 -0.2342
H -0.42827 1.49670 -1.27007 0.0397
H -0.85609 0.47685 1.51327 0.1111
H 0.07084 2.52840 0.22570 0.1291
O -1.82428 -0.67430 0.07999 -0.0523
H 1.97555 -1.85884 -0.10552 0.0693
H -1.68897 2.11167 -0.31592 0.0912
C 1.77925 -0.80872 0.05177 -0.0552
H 1.96971 -0.35576 1.14121 0.1335
H 1.98945 -0.15814 -0.80660 0.0766
H -1.07450 -2.50376 -0.46292 0.1086
C -0.77888 0.33182 0.48881 -0.2449
C -0.79449 -1.49397 -0.29922 -0.1242

***

14
Properties=species:S:1:pos:R:3:lowdin_charge:R:1 method="wB97M-V/def2-TZVPD" total_energy_ha=-270.31908 e_homo_ha=-0.279 e_above_lowest_kj_mol=627.0
H 1.26571 0.55449 1.72722 0.0830
H -1.27461 0.82708 -1.59825 0.1425
C 0.76701 0.07410 -1.03906 0.0130
H 1.07137 1.08235 -1.37359 0.0628
C 1.43835 0.12120 0.72678 -0.0893
C -1.39337 -1.02651 -0.23899 -0.0986
H -0.39507 1.57188 0.79282 0.1588
C -0.72795 0.14640 -0.95321 -0.2903
H 2.35237 0.59311 0.36337 0.0784
H 1.58436 -0.94502 0.87193 0.0769
H -2.48713 -1.04702 -0.26845 0.1190
O -0.92705 -0.50373 1.04368 -0.0663
H -0.97364 -2.01579 -0.44295 0.1237
C -0.30034 0.56745 0.38870 -0.3137

***

14
Properties=species:S:1:pos:R:3:lowdin_charge:R:1 method="wB97M-V/def2-TZVPD" total_energy_ha=-270.44509 smiles="OCCC1C=C1" e_homo_ha=-0.354 e_above_lowest_kj_mol=296.2
H -2.29598 0.36120 -1.01219 0.1134
H -1.34609 1.10286 1.13974 0.1098
C 0.62879 0.28310 0.92644 -0.2601
H 2.72466 0.44490 -0.38268 0.1030
H -0.45892 1.78190 -0.22049 0.1147
H 0.77694 0.57006 1.97214 0.1114
H 0.26787 -0.60615 -1.48359 0.0411
C 1.21028 -1.03633 0.48991 -0.0279
O -0.65824 -0.54013 -1.73630 -0.0739
C 1.86864 0.01458 0.11651 -0.0130
C -0.66228 0.84618 0.31853 -0.1661
C -1.40156 -0.12334 -0.60628 -0.2775
H 1.09025 -2.10912 0.49210 0.1094
H -1.74436 -0.98973 -0.01384 0.1158

***

14
Properties=species:S:1:pos:R:3:lowdin_charge:R:1 method="wB97M-V/def2-TZVPD" total_energy_ha=-270.33480 e_homo_ha=-0.276 e_above_lowest_kj_mol=585.7
O -0.90794 -0.67273 1.67761 0.0945
H 1.13784 1.81986 0.36377 0.1018
C -1.20470 0.15030 -0.78573 -0.0902
H 1.28854 0.45391 -1.78009 0.0980
H -0.75150 -1.49478 1.04530 0.1511
C -0.08751 -0.87204 -0.59252 -0.1853
C -0.34943 0.15223 0.41685 -0.4314
H 1.62103 0.36084 1.27143 0.1112
H -1.12905 1.01853 -1.44749 0.1032
C 1.04213 0.72932 0.42088 -0.1013
H 2.15892 -0.76996 -0.82940 0.0891
H -1.86341 -0.51597 1.79112 0.1385
H -2.22334 -0.22440 -0.69650 0.0856
C 1.26842 -0.13512 -0.85524 -0.1647

***

14
Properties=species:S:1:pos:R:3:lowdin_charge:R:1 method="wB97M-V/def2-TZVPD" total_energy_ha=-270.51434 smiles="CCCC=C=O" e_homo_ha=-0.323 e_above_lowest_kj_mol=114.4
H 1.52682 -1.90982 0.04036 0.0743
C 1.77819 -0.85005 -0.07032 -0.1071
H -0.89064 -1.12214 -1.07432 0.1116
C -1.61554 1.03690 1.11739 -0.2319
H 0.83368 1.07012 0.18173 0.1226
H 2.27758 -0.69704 -1.03013 0.0714
H -2.75601 0.83779 -0.57086 0.1048
H -0.44665 0.42737 -1.78466 0.1119
C -1.80035 0.61064 -0.11641 -0.0975
H 0.16018 -0.26932 1.11102 0.1005
C -0.64684 -0.07824 -0.82949 -0.2050
O -1.40681 1.40140 2.21026 0.1621
H 2.48571 -0.59441 0.72724 0.0744
C 0.54731 0.01221 0.12575 -0.2920

***

14
Properties=species:S:1:pos:R:3:lowdin_charge:R:1 method="wB97M-V/def2-TZVPD" total_energy_ha=-270.51178 smiles="C[C@H]1C[C@H]1C=O" e_homo_ha=-0.356 e_above_lowest_kj_mol=121.1
O -1.34295 -1.74358 0.59506 0.0442
H -1.67073 1.33189 0.97929 0.0808
H 1.63591 -0.43350 0.63682 0.1146
C 1.31899 0.03716 -0.29191 -0.0724
H 0.03021 1.70292 -0.92005 0.1335
C -0.60997 -1.70381 -0.37002 -0.2257
H 0.04087 -0.48000 -2.02111 0.1347
C 0.04438 -0.48541 -0.93083 -0.2180
H -0.54591 0.20533 1.73273 0.0697
C -0.60885 1.09207 1.09899 -0.0689
H -0.36458 -2.63793 -0.93020 0.1235
H 2.12769 0.33393 -0.95390 0.1016
H -0.11916 1.92797 1.61243 0.0776
C 0.06411 0.85294 -0.23728 -0.2952

***

14
Properties=species:S:1:pos:R:3:lowdin_charge:R:1 method="wB97M-V/def2-TZVPD" total_energy_ha=-270.46799 smiles=C#CC(C)(C)O e_homo_ha=-0.369 e_above_lowest_kj_mol=236.0
H 1.95106 0.26536 2.84668 0.0329
O -1.08793 -0.38213 0.90416 -0.0359
H 0.49762 -2.10905 -0.22207 0.0936
C -0.60914 1.16888 -0.80547 -0.0307
C 1.64607 0.30502 1.82894 0.1338
H -1.62642 0.93944 -1.12972 0.0898
C 1.14221 0.25089 0.73377 -0.0574
H -0.65653 2.02547 -0.11934 0.0900
C -0.08037 -0.04646 -0.05506 -0.6550
H -0.00433 1.45018 -1.66624 0.0862
H -0.88128 -1.62579 -1.23676 0.0885
H -1.18159 0.39383 1.47585 0.1000
H 0.77661 -1.18208 -1.71621 0.0890
C 0.09961 -1.31957 -0.87064 -0.0249

***

14
Properties=species:S:1:pos:R:3:lowdin_charge:R:1 method="wB97M-V/def2-TZVPD" total_energy_ha=-270.42348 e_homo_ha=-0.306 e_above_lowest_kj_mol=352.9
H 1.31469 1.80690 -0.69193 0.1067
H 0.59581 -1.82098 -1.10485 0.1301
H -0.57956 -0.66756 1.48850 0.1226
C 0.89750 0.92533 -0.18788 -0.1959
C -0.61879 0.58841 -0.22995 -0.3998
C 1.72216 -0.30387 -0.32232 0.0674
H 1.00923 1.12097 0.89463 0.1442
H -1.47972 -1.40639 0.15762 0.1138
H -1.70312 2.19904 0.06774 0.0938
H 1.13457 -2.21958 0.50610 0.1056
O -1.43463 1.42336 0.57120 -0.0345
C -0.60080 -0.80538 0.39874 -0.1561
H -0.99402 0.56083 -1.26452 0.1497
C 0.72410 -1.39745 -0.09053 -0.2477

***

14
Properties=species:S:1:pos:R:3:lowdin_charge:R:1 method="wB97M-V/def2-TZVPD" total_energy_ha=-270.40843 e_homo_ha=-0.312 e_above_lowest_kj_mol=392.4
C -0.68168 0.83080 0.35452 -0.1753
H 1.19601 0.09324 1.34716 0.0959
H 0.29031 -2.90807 0.56735 0.0186
H -2.38387 -0.30889 -0.40574 0.1217
C 0.80190 0.65301 0.51783 -0.2155
H -1.12911 0.88374 1.35004 0.1127
H -0.93574 1.75493 -0.17885 0.1203
C 0.11232 -2.15291 -0.23319 0.0598
H 1.37982 1.60622 -1.18742 0.0591
H 2.77141 0.79513 -0.19219 0.0642
H -0.92196 -0.40259 -1.44232 0.1171
O -0.92561 -1.53992 0.26509 -0.1799
C -1.29521 -0.33679 -0.41595 -0.2083
C 1.72142 1.03210 -0.34633 0.0097